ORCA calculation (wB97M-V/def2-TZVPD) on a structure of composition C37H37Br3O12 in a non-equilibrium geometry.

Each line ends with the Mulliken charge.
Atoms and positions in Å:
C  -0.260  0.014  0.972  0.1809
Br  0.938  1.536  1.307  0.0425
Br  -2.151  0.188  1.473  0.0860
Br  0.523  -1.528  1.969  0.0921
H  -0.173  -0.176  -0.093  -0.0364
C  -1.448  1.661  4.720  0.1626
C  -0.730  0.600  5.255  -0.3828
C  -0.674  0.336  6.576  0.0275
C  -1.406  1.128  7.471  -0.3323
C  -2.183  2.177  6.982  -0.7733
C  -2.189  2.427  5.622  0.6878
O  -2.912  3.468  5.117  -0.5403
O  0.198  -0.586  7.125  -0.5601
H  -1.533  1.871  3.663  -0.1044
H  -0.074  -0.012  4.647  0.3590
H  -1.404  0.989  8.544  0.3870
H  -2.708  2.872  7.621  0.4010
H  -2.870  3.374  4.161  0.2884
H  0.645  -0.112  7.831  0.3297
C  0.524  -2.332  -1.876  0.0863
C  1.563  -2.709  -2.699  0.2174
C  1.656  -2.214  -3.997  -0.8930
C  0.683  -1.344  -4.435  0.5502
C  -0.448  -1.067  -3.673  -0.8561
C  -0.518  -1.596  -2.404  -0.0030
O  -1.625  -1.361  -1.577  -0.4028
O  2.684  -2.603  -4.844  -0.5436
H  0.471  -2.809  -0.905  0.1171
H  2.353  -3.404  -2.446  0.0745
H  0.712  -1.031  -5.472  0.4011
H  -1.124  -0.260  -3.924  0.5069
H  -1.558  -1.874  -0.764  0.2674
H  2.609  -2.031  -5.615  0.4353
C  2.872  0.156  -1.993  -0.3700
C  3.563  0.100  -0.765  0.1763
C  4.933  0.056  -0.742  0.3580
C  5.646  0.200  -1.938  -0.5734
C  4.987  0.271  -3.155  -0.8565
C  3.625  0.092  -3.194  0.1263
O  2.927  -0.046  -4.372  -0.7339
O  5.630  -0.262  0.434  -0.5297
H  1.805  0.002  -2.089  0.4996
H  2.975  -0.061  0.127  0.5705
H  6.702  0.433  -1.886  0.2696
H  5.485  0.374  -4.110  0.4113
H  2.100  -0.474  -4.121  0.2739
H  6.488  0.153  0.296  0.2780
C  -6.152  -1.533  0.136  -0.6898
C  -5.114  -0.652  -0.158  -0.1729
C  -4.541  -0.671  -1.423  0.0393
C  -5.015  -1.553  -2.400  -0.2082
C  -6.008  -2.474  -2.103  -0.5745
C  -6.524  -2.489  -0.790  0.5518
O  -7.509  -3.388  -0.506  -0.5580
O  -3.555  0.216  -1.790  -0.6634
H  -6.539  -1.714  1.131  0.3651
H  -4.575  -0.075  0.579  0.2810
H  -4.639  -1.442  -3.408  0.4382
H  -6.482  -3.170  -2.781  0.4106
H  -8.319  -3.063  -0.110  0.3218
H  -2.737  -0.315  -1.593  0.4034
C  -1.217  7.951  0.938  -0.3198
C  -1.045  6.772  1.639  -0.5732
C  -0.751  5.569  0.927  0.6035
C  -0.515  5.613  -0.392  -0.5682
C  -0.693  6.831  -1.144  -0.4658
C  -1.062  7.997  -0.464  0.2586
O  -0.914  9.209  -1.029  -0.5214
O  -0.427  4.549  1.774  -0.3179
H  -1.541  8.876  1.394  0.3710
H  -1.423  6.642  2.644  0.3546
H  -0.025  4.826  -0.953  0.3730
H  -0.344  6.952  -2.160  0.3461
H  -1.382  9.303  -1.863  0.3375
H  0.018  3.894  1.219  0.0342
C  3.275  -5.666  -1.536  -0.3281
C  4.276  -4.818  -1.087  -0.7819
C  4.036  -4.077  0.084  0.5278
C  2.818  -4.077  0.739  -0.7184
C  1.818  -4.876  0.173  -0.0667
C  2.043  -5.656  -0.941  0.0469
O  0.968  -6.173  -1.605  -0.4950
O  5.021  -3.169  0.470  -0.5934
H  3.486  -6.212  -2.446  0.3787
H  5.278  -4.770  -1.485  0.4532
H  2.594  -3.461  1.598  0.5872
H  0.817  -4.907  0.585  0.4428
H  0.664  -7.061  -1.401  0.3226
H  4.628  -2.326  0.715  0.1957

LUMO in Ha: -0.0318
2S+1: 1
ΔE to the lowest compared entry with this formula, charge and spin in eV: 0.0000

ORCA calculation (wB97M-V/def2-TZVPD) on a structure of composition C37H37GeN6O3ReS.

Each line ends with the Mulliken charge.
Atoms and positions in Å:
Re  0.014  -0.305  0.704  0.1294
N  5.285  -1.565  -5.672  -0.4306
C  4.762  -1.272  -4.461  1.1151
C  4.904  0.018  -3.913  -0.9179
C  4.370  0.315  -2.685  -0.4659
C  3.688  -0.674  -1.972  -0.6518
C  3.527  -1.956  -2.500  0.0453
C  4.056  -2.251  -3.730  -0.8209
S  3.026  -0.283  -0.442  1.4743
O  3.579  0.924  0.076  -0.7080
O  2.898  -1.448  0.390  -0.5512
N  1.335  0.100  -0.735  -0.1376
C  0.959  1.406  -1.074  0.4192
N  1.687  2.251  -1.759  -0.3589
C  1.142  3.459  -1.917  -0.2615
C  -0.093  3.814  -1.379  -0.8132
C  -0.793  2.836  -0.707  -0.1124
N  -0.280  1.605  -0.596  -0.0674
H  5.866  -0.904  -6.154  0.2054
H  5.277  -2.506  -6.021  0.2056
H  5.451  0.774  -4.462  0.3169
H  4.486  1.302  -2.259  0.4972
H  3.009  -2.719  -1.935  0.3726
H  3.947  -3.246  -4.141  0.2727
H  1.719  4.172  -2.493  0.4683
H  -0.497  4.807  -1.504  0.4279
H  -1.777  3.006  -0.287  0.5016
N  -2.168  -0.721  -1.660  -0.1847
C  -2.805  -0.531  -0.486  0.8806
C  -4.211  -0.470  -0.430  -0.9079
C  -4.837  -0.317  0.775  -0.3682
C  -4.078  -0.220  1.952  -0.7797
C  -2.724  -0.261  1.847  -0.4856
N  -2.087  -0.390  0.644  0.6574
H  -2.716  -0.850  -2.494  0.2973
H  -1.195  -0.973  -1.731  -0.0878
H  -4.772  -0.569  -1.349  0.4311
H  -5.917  -0.281  0.819  0.4659
H  -4.541  -0.118  2.921  0.5377
H  -2.083  -0.189  2.716  0.3389
C  2.317  0.454  4.000  -1.5303
C  1.317  -0.531  3.445  1.6843
C  0.248  -0.970  4.415  -1.0540
O  0.645  0.154  2.316  -0.3230
H  2.899  -0.037  4.781  0.4129
H  1.816  1.317  4.438  0.3591
H  3.004  0.787  3.223  0.3770
H  1.819  -1.382  2.985  -0.5792
H  -0.276  -0.113  4.839  0.3507
H  0.717  -1.516  5.234  0.4437
H  -0.466  -1.646  3.940  0.0598
C  0.159  -2.004  0.646  0.6076
Ge  0.138  -3.986  0.267  1.6711
C  -1.746  -4.252  0.670  0.2774
C  -2.223  -3.901  1.934  -0.3989
C  -3.555  -4.096  2.266  -0.7460
C  -4.424  -4.652  1.334  -0.6027
C  -3.958  -5.014  0.079  -0.6937
C  -2.625  -4.812  -0.254  -0.5271
C  0.560  -4.244  -1.608  0.2434
C  -0.253  -3.726  -2.617  -0.0814
C  0.035  -3.967  -3.952  -0.9006
C  1.132  -4.748  -4.292  -0.5797
C  1.935  -5.285  -3.297  -0.7228
C  1.656  -5.029  -1.961  -0.4402
C  1.361  -4.885  1.459  0.2944
C  1.259  -6.277  1.493  -0.7603
C  2.078  -7.019  2.330  -0.7605
C  3.005  -6.375  3.139  -0.5383
C  3.116  -4.993  3.105  -0.8391
C  2.298  -4.250  2.266  -0.0928
H  -1.544  -3.502  2.682  0.3756
H  -3.913  -3.839  3.254  0.4813
H  -5.460  -4.822  1.596  0.4518
H  -4.631  -5.466  -0.639  0.4599
H  -2.272  -5.109  -1.235  0.4490
H  -1.144  -3.163  -2.359  0.5389
H  -0.606  -3.570  -4.729  0.4604
H  1.346  -4.953  -5.332  0.4637
H  2.774  -5.917  -3.560  0.4525
H  2.290  -5.456  -1.192  0.2994
H  0.531  -6.795  0.876  0.4908
H  1.991  -8.097  2.354  0.4314
H  3.645  -6.953  3.792  0.4201
H  3.848  -4.493  3.727  0.4545
H  2.423  -3.175  2.219  0.2107

LUMO in Ha: -0.2415
2S+1: 1
Charge: +2
ΔE to the lowest compared entry with this formula, charge and spin in eV: 0.2681

- Which of these has the highest ΔE to the lowest compared entry with this formula, charge and spin?
  C37H37GeN6O3ReS